(1)
Here is a molecular structure, C45H23ClCrF15GeN4OS4 at a distorted geometry from OMol25. Energies are from the ωB97M-V functional and the def2-TZVPD basis.

XYZ file:
```
95
Properties=species:S:1:pos:R:3:mulliken_spin:R:1
Ge -1.10 -2.79 -0.72 -0.001
Cr 0.15 1.34 -0.65 1.211
Cl -2.46 4.98 -0.49 -0.001
S 2.31 0.44 0.45 -0.003
S 0.38 0.07 -2.53 -0.049
S -0.80 -0.93 0.28 -0.020
S 0.91 3.14 -2.02 -0.043
F 1.03 -5.36 -0.43 0.000
F -3.41 -0.89 -1.94 0.001
F -3.57 -4.32 0.85 0.000
F -0.87 -2.65 -3.82 0.001
F -6.20 -4.06 -3.88 0.000
F -5.60 -1.49 -3.33 0.000
F 1.04 -4.91 3.62 0.000
F 0.71 -3.78 -5.59 0.000
F 1.09 -3.60 1.29 0.000
F -4.57 -6.05 -3.05 0.000
F -1.29 -5.87 4.59 0.000
F -3.58 -5.55 3.20 0.000
F 2.54 -6.51 -2.26 0.000
F 2.44 -5.72 -4.84 0.000
F -2.37 -5.49 -1.64 0.000
O 0.41 2.75 0.71 -0.008
N 3.07 4.21 -7.69 0.002
N 2.67 0.18 -8.27 0.001
N 2.41 0.33 3.14 -0.002
N 2.01 2.40 2.31 0.005
C 1.45 7.37 2.32 0.000
C 2.45 -1.13 3.10 0.005
C 1.29 2.44 -3.55 0.003
C 1.13 -1.75 3.55 0.000
C 2.43 0.93 4.48 0.000
C -2.73 3.62 3.25 -0.014
C 0.82 -4.12 -4.31 0.000
C 1.93 5.11 2.97 0.000
C -1.27 -5.24 3.42 0.000
C -3.65 -2.17 -2.18 -0.001
C 1.69 -5.11 -3.93 0.000
C 0.95 -4.86 -1.67 -0.001
C -2.33 2.50 0.66 0.011
C -5.10 -3.77 -3.20 0.000
C -3.13 -4.46 -2.06 0.000
C 1.08 1.06 -3.77 -0.002
C -2.39 -4.44 1.48 -0.002
C -4.79 -2.46 -2.91 0.000
C 1.80 3.22 -4.60 -0.002
C 0.77 5.54 0.91 -0.001
C 1.44 0.50 -5.00 0.000
C -1.94 1.92 -0.65 -0.095
C 1.74 -5.50 -2.61 0.000
C -2.65 4.44 2.13 0.008
C 1.98 1.28 -6.02 0.001
C -2.50 1.71 1.81 -0.010
C -0.08 -4.10 1.70 0.003
C 2.15 2.66 -5.82 0.005
C 1.31 4.63 1.82 -0.010
C 2.37 0.67 -7.27 0.000
C 3.78 1.57 4.79 0.000
C -2.78 -3.16 -1.74 0.000
C -2.49 3.88 0.87 -0.016
C 0.04 -3.50 -3.35 0.000
C 2.00 6.47 3.22 0.001
C -2.68 2.24 3.07 0.009
C -1.22 -3.95 0.92 -0.002
C 2.66 3.51 -6.87 -0.001
C 0.84 6.90 1.16 0.001
C 1.24 3.16 1.55 0.007
C -0.08 -4.75 2.92 0.000
C 2.20 1.10 2.04 -0.005
C -4.26 -4.78 -2.77 0.000
C 0.11 -3.80 -1.99 0.003
C -2.43 -5.08 2.70 0.000
H 3.77 2.03 5.79 0.000
H -2.11 2.61 -1.47 0.003
H 1.94 4.28 -4.44 0.000
H 4.58 0.83 4.77 0.000
H 1.64 1.66 4.57 0.000
H -2.45 0.63 1.68 -0.002
H -2.44 0.98 -0.83 0.010
H -2.70 5.52 2.23 0.000
H 0.35 -1.55 2.80 0.001
H 0.41 7.60 0.45 0.000
H -2.83 4.06 4.24 -0.001
H 3.26 -1.47 3.75 0.001
H 2.68 -1.44 2.09 -0.002
H 1.50 8.44 2.51 0.000
H 4.00 2.35 4.05 0.000
H 2.24 0.13 5.20 0.000
H 2.48 6.83 4.12 0.000
H 1.30 -0.56 -5.16 0.002
H 0.30 5.16 0.01 0.001
H -2.76 1.58 3.92 0.000
H 1.24 -2.84 3.66 0.000
H 2.34 4.39 3.67 -0.001
H 0.80 -1.35 4.51 0.000
```

Values from the calculation:
total charge = -2
LUMO level (spin up / spin down) = 3.65 / 3.65 eV
calculated total energy = -236612.027 eV
energy above the lowest of the compared OMol25 structures with the same formula, charge and spin = 1.048 eV
multiplicity = 2
orbital gap (spin up / spin down) = 6.5 / 6.3 eV
⟨S²⟩ = 0.779

=====

(2)
Here is 8 unconnected molecules or ions with the total composition C45H31N2O17 at a distorted geometry from OMol25. Energies are from the ωB97M-V functional and the def2-TZVPD basis.

XYZ file:
```
95
Properties=species:S:1:pos:R:3:lowdin_charge:R:1
O 1.95 -3.86 -4.31 -0.183
O 1.08 2.78 -1.70 0.084
O -2.51 7.40 0.13 0.093
O 6.29 2.45 -3.23 0.072
O 0.76 -0.53 8.95 0.092
O 4.37 -4.42 9.37 0.099
O -1.35 -2.17 -5.29 -0.223
O 1.63 -3.79 -2.31 -0.016
O -2.28 0.50 -2.43 0.045
O -3.82 -2.78 1.46 0.088
O -1.44 -6.35 -2.54 0.109
O 2.85 1.28 6.28 0.086
O -6.58 10.42 -1.46 0.092
O 2.16 -10.23 -2.12 0.072
O -1.09 -0.61 3.25 0.081
O 2.36 -0.93 -4.41 0.035
O -2.99 5.81 -3.29 0.069
N 2.08 -3.06 -3.21 -0.010
N -0.42 0.35 -4.67 0.083
C 1.23 -0.31 3.54 0.037
C -4.60 7.51 -0.94 0.023
C -0.46 0.51 5.23 0.033
C 0.13 4.93 -1.82 0.023
C -3.96 -2.19 -0.82 0.023
C 3.26 -0.15 -4.14 -0.346
C -0.57 -3.25 -4.66 -0.246
C -3.46 9.55 0.01 0.021
C -2.53 -0.91 0.82 0.022
C -2.64 -0.25 -1.54 -0.352
C -2.14 -0.09 -0.15 0.038
C -1.02 2.90 -2.77 0.009
C 1.59 -1.43 9.04 -0.378
C 4.10 1.71 -2.78 0.015
C 5.54 0.66 -4.56 0.009
C 1.73 -7.96 -2.54 0.018
C -3.44 8.09 -0.23 -0.377
C 1.33 -9.34 -2.21 -0.398
C -0.97 -0.85 -4.70 -0.170
C 0.14 3.48 -2.06 -0.357
C -5.64 9.73 -1.09 -0.387
C -3.47 -2.02 0.56 -0.378
C 0.99 -3.24 -5.25 -0.219
C 2.22 0.17 4.30 0.026
C 4.55 -0.19 -4.86 0.032
C -0.90 5.70 -2.21 0.011
C -2.06 5.11 -2.92 -0.385
C 3.11 0.86 -3.08 0.035
C -0.18 -0.17 3.95 -0.347
C -5.63 8.27 -1.34 0.026
C 0.83 -6.98 -2.65 0.039
C 1.19 -2.81 9.37 0.022
C 3.03 -1.17 8.84 0.023
C -0.61 -7.24 -2.44 -0.373
C -2.04 3.66 -3.17 0.030
C 0.53 0.98 5.99 0.017
C -0.10 -9.60 -2.01 0.007
C 3.54 -3.52 9.27 -0.385
C 2.10 -3.79 9.48 0.022
C -3.57 -1.36 -1.80 0.036
C -4.48 10.31 -0.38 0.018
C 5.39 1.67 -3.50 -0.397
C 1.94 0.85 5.58 -0.382
C 3.94 -2.14 8.94 0.025
C -1.01 -8.63 -2.11 0.017
H 3.26 0.08 4.02 0.124
H -3.93 -1.47 -2.81 0.126
H 6.49 0.64 -5.08 0.115
H -6.48 7.86 -1.86 0.124
H -2.18 -0.80 1.84 0.068
H -4.65 -3.01 -0.99 0.120
H 1.82 -4.81 9.72 0.122
H 0.35 1.49 6.94 0.120
H -2.90 3.25 -3.69 0.125
H -2.60 9.96 0.53 0.120
H -0.57 -3.02 -3.50 0.045
H 4.65 -0.94 -5.63 0.123
H -2.07 -8.80 -1.97 0.118
H 0.94 -3.83 -6.29 0.117
H -1.46 0.73 0.02 0.119
H -4.51 11.38 -0.21 0.120
H 3.30 -0.15 8.59 0.115
H -0.99 1.83 -2.94 0.047
H -1.50 0.60 5.52 0.125
H -0.38 -10.62 -1.76 0.114
H 0.98 5.35 -1.30 0.118
H -0.92 6.77 -2.04 0.110
H 1.41 -0.81 2.60 0.130
H 2.16 0.88 -2.55 0.104
H 4.99 -1.97 8.80 0.124
H 1.10 -5.96 -2.89 0.092
H -4.58 6.44 -1.11 0.119
H 4.00 2.46 -2.01 0.115
H 1.37 -2.14 -5.49 0.086
H 0.13 -2.99 9.52 0.122
H 2.79 -7.78 -2.69 0.120
```

Values from the calculation:
total charge = -1
LUMO level = -0.69 eV
calculated total energy = -84938.756 eV
orbital gap = 2.1 eV

=====

(3)
Here is a molecular structure, C45H31N6O2S3W at a distorted geometry from OMol25. Energies are from the ωB97M-V functional and the def2-TZVPD basis.

XYZ file:
```
88
Properties=species:S:1:pos:R:3:mulliken_spin:R:1
W -0.66 -0.45 0.10 1.390
S -6.12 0.22 1.74 0.000
S 1.39 -1.32 1.11 0.054
S 2.85 -4.79 -4.33 0.000
O 6.91 -3.13 -2.48 0.000
O 6.42 -1.16 -3.36 0.000
N 2.29 4.64 0.85 0.006
N -1.05 0.09 1.74 -0.102
N -1.22 1.27 -1.04 0.172
N 0.42 4.97 2.02 0.019
N -2.55 -1.37 -0.30 0.012
N -0.32 -1.81 -1.68 -0.046
C 2.76 -1.56 0.02 -0.018
C -6.13 -1.18 0.73 0.000
C -3.68 -1.02 0.29 0.043
C 1.41 5.80 2.50 0.004
C -7.37 -1.73 0.70 -0.005
C 4.28 -3.01 -1.17 0.002
C -3.75 -3.06 -1.52 -0.027
C 3.76 6.32 2.05 -0.003
C -0.26 0.95 3.82 -0.007
C -2.56 0.23 3.64 -0.018
C -1.35 -3.65 -2.88 0.000
C 3.03 -2.26 -4.53 0.001
C -7.78 0.05 2.10 -0.005
C -8.32 -1.03 1.48 0.002
C 0.16 1.33 -1.16 0.028
C -3.69 -4.13 -2.48 0.001
C 0.79 -2.01 -2.38 0.008
C 1.37 6.72 3.55 0.003
C 2.21 -3.22 -4.04 0.001
C 2.59 5.61 1.78 0.005
C 0.97 4.30 1.04 -0.017
C 0.94 -3.05 -3.33 0.009
C 4.19 -2.80 -5.16 0.000
C -1.31 0.41 3.07 0.020
C -1.15 3.21 0.38 0.101
C -0.15 -3.87 -3.55 0.021
C -2.77 0.58 4.97 0.002
C -2.59 -2.36 -1.23 -0.009
C 4.22 -4.16 -5.12 0.000
C 0.90 2.36 -0.52 0.100
C -4.91 -1.64 0.05 -0.008
C -1.83 2.23 -0.27 0.065
C 3.50 -0.46 -0.42 0.016
C 0.27 3.27 0.28 0.061
C -1.39 -2.62 -1.95 -0.009
C 4.59 -0.63 -1.25 0.000
C 3.16 -2.84 -0.36 -0.004
C 6.15 -2.01 -2.56 -0.001
C 3.70 7.23 3.09 0.006
C -2.54 -4.42 -3.12 -0.009
C -1.73 1.11 5.72 -0.006
C -4.93 -2.69 -0.85 0.055
C -0.48 1.29 5.15 0.005
C 4.99 -1.91 -1.63 0.001
C 2.52 7.43 3.83 0.000
H 0.46 6.87 4.11 0.000
H 2.90 4.30 0.12 -0.001
H -0.08 -4.67 -4.29 0.001
H 4.98 -4.82 -5.50 0.000
H 4.96 -2.20 -5.61 0.000
H 4.55 -4.01 -1.49 0.000
H 4.67 6.17 1.48 0.000
H 0.70 1.08 3.35 -0.001
H -1.89 1.38 6.76 0.000
H -7.62 -2.62 0.13 0.000
H -3.60 -0.22 1.01 0.019
H 4.58 7.80 3.34 0.000
H 1.96 2.41 -0.71 0.008
H -1.67 3.94 0.98 0.012
H 0.34 1.70 5.73 0.000
H 6.65 -3.66 -1.72 0.000
H -5.85 -3.21 -1.07 0.003
H 2.53 8.15 4.63 0.000
H -4.59 -4.69 -2.69 0.000
H 0.57 0.86 -2.04 0.022
H -9.36 -1.32 1.58 0.000
H -2.50 -5.22 -3.84 0.000
H -3.38 -0.19 3.07 -0.002
H -3.74 0.44 5.41 0.000
H 3.21 0.53 -0.09 -0.002
H -2.91 2.17 -0.22 0.002
H 2.83 -1.20 -4.46 0.001
H 1.62 -1.34 -2.20 0.018
H 5.15 0.22 -1.62 0.000
H 2.59 -3.70 -0.02 0.001
H -8.26 0.76 2.75 0.000
```

Values from the calculation:
total charge = +1
LUMO level (spin up / spin down) = -3.60 / -4.02 eV
calculated total energy = -94532.205 eV
energy above the lowest of the compared OMol25 structures with the same formula, charge and spin = 1.209 eV
multiplicity = 3
orbital gap (spin up / spin down) = 5.7 / 6.4 eV
⟨S²⟩ = 2.030

=====

total charge of number 1 (C45H23ClCrF15GeN4OS4)?
-2

=====

The highest calculated total energy belongs to which entry?
C45H31N2O17